(1)
DFT (the ωB97M-V functional and the def2-TZVPD basis) results for C4H10O2 in the gas phase.

Values from the calculation:
ΔE to the lowest compared entry with this formula, charge and spin = 22.5 kcal per mole
electronic energy = -8404.5705 eV
charge = 0
HOMO-LUMO gap = 0.397 hartree
structure (SMILES) = C[C@@H](O)CCO

XYZ file:
```
16
Properties=species:S:1:pos:R:3:mulliken_charge:R:1
C -1.445 -0.131 -0.955 -0.37
O -2.266 0.798 -1.670 -0.53
C -0.179 0.547 -0.450 -0.70
C 0.783 -0.375 0.303 0.38
C 1.415 0.302 1.513 -1.42
O 0.034 -1.513 0.781 -0.56
H -2.048 -0.472 -0.120 0.30
H -1.159 -0.955 -1.619 0.26
H -1.752 1.126 -2.414 0.30
H 0.317 0.996 -1.313 0.37
H -0.446 1.399 0.164 0.24
H 1.552 -0.742 -0.370 0.37
H 2.253 0.966 1.293 0.33
H 0.629 0.815 2.073 0.37
H 1.751 -0.471 2.205 0.34
H 0.561 -2.289 0.580 0.31
```

---

(2)
DFT (the ωB97M-V functional and the def2-TZVPD basis) results for a molecular structure, C18H58AsF6O11.

Values from the calculation:
ΔE to the lowest compared entry with this formula, charge and spin = 35.7 kcal per mole
electronic energy = -119277.9101 eV
charge = -1
HOMO-LUMO gap = 0.342 hartree

XYZ file:
```
94
Properties=species:S:1:pos:R:3:mulliken_charge:R:1
As 0.769 0.111 -0.899 1.87
F 1.202 0.844 -2.488 -0.47
F 2.193 -0.973 -1.152 -0.47
F 0.435 -0.561 0.748 -0.38
F -0.580 1.320 -0.867 -0.18
F -0.279 -1.048 -1.705 -0.19
F 1.838 1.330 -0.071 -0.41
O 4.695 1.024 -0.256 -0.66
H 4.582 0.078 -0.168 0.34
H 3.834 1.344 -0.524 0.28
O 0.363 1.710 -4.967 -0.70
H 0.591 1.536 -4.054 0.30
H 0.799 1.015 -5.460 0.32
O -0.906 3.747 -1.679 -0.67
H -0.788 2.797 -1.672 0.21
H -1.855 3.871 -1.683 0.32
O -0.356 -3.294 -3.186 -0.66
H -0.651 -3.130 -4.082 0.29
H -0.154 -2.426 -2.837 0.25
O 2.567 -3.719 -0.283 -0.66
H 2.224 -4.143 -1.071 0.35
H 2.521 -2.783 -0.476 0.21
C 2.448 0.270 5.676 -0.94
C 2.151 -1.186 5.256 0.40
C 2.519 -1.407 3.794 -1.15
O 2.994 -2.064 5.901 -0.52
H 2.115 0.274 6.714 0.36
H 1.754 0.832 5.051 0.12
H 3.434 0.712 5.530 0.30
H 1.079 -1.378 5.294 0.24
H 2.456 -2.454 3.498 0.35
H 3.557 -1.074 3.748 0.41
H 1.833 -0.935 3.091 0.10
H 2.722 -2.205 6.811 0.33
C 0.443 4.412 1.744 -0.87
C 1.880 4.060 2.069 0.27
C 1.931 2.903 3.047 -1.01
O 2.651 3.810 0.931 -0.60
H 0.086 3.704 0.997 0.04
H 0.462 5.423 1.335 0.33
H -0.286 4.324 2.549 0.26
H 2.326 4.960 2.493 0.35
H 1.580 1.953 2.642 0.10
H 1.209 3.093 3.841 0.45
H 2.933 2.684 3.415 0.29
H 2.354 2.989 0.533 0.37
C -5.272 2.074 1.282 -1.54
C -3.852 2.662 1.125 0.94
C -2.928 2.235 2.266 -1.22
O -3.219 2.120 -0.013 -0.45
H -5.817 2.131 0.340 0.36
H -5.866 2.766 1.880 0.46
H -5.446 1.100 1.739 0.30
H -3.922 3.750 1.131 0.22
H -2.552 1.215 2.182 0.34
H -3.379 2.343 3.253 0.41
H -2.010 2.815 2.355 0.04
H -2.463 1.603 0.274 -0.12
C -2.107 -2.745 0.206 -0.45
C -2.130 -3.578 1.454 0.29
C -0.951 -3.357 2.472 -1.13
O -3.364 -3.458 2.036 -0.58
H -2.967 -2.873 -0.450 0.20
H -1.194 -2.995 -0.335 0.17
H -2.110 -1.701 0.519 -0.05
H -2.101 -4.648 1.250 0.31
H -1.140 -3.764 3.466 0.39
H -0.674 -2.316 2.634 0.07
H 0.029 -3.563 2.041 0.41
H -3.487 -2.531 2.252 0.34
C 4.214 -0.209 -4.172 -0.94
C 3.473 -1.554 -4.213 0.42
C 3.823 -2.547 -3.163 -0.97
O 2.018 -1.311 -4.195 -0.46
H 5.302 -0.201 -4.238 0.40
H 4.157 0.246 -3.183 0.09
H 3.771 0.454 -4.916 0.27
H 3.606 -2.108 -5.142 0.39
H 2.949 -3.197 -3.131 0.20
H 3.876 -2.033 -2.203 0.03
H 4.796 -3.018 -3.300 0.46
H 1.884 -1.056 -3.280 0.08
C -4.931 -1.034 -2.821 -1.44
C -3.591 -0.261 -2.717 1.59
C -2.726 -0.428 -3.967 -1.12
O -3.849 1.140 -2.654 -0.61
H -4.648 -2.083 -2.727 0.34
H -5.192 -0.857 -3.864 0.35
H -5.662 -0.730 -2.072 0.32
H -2.976 -0.687 -1.925 -0.56
H -2.350 -1.451 -3.957 0.10
H -1.817 0.173 -3.927 0.24
H -3.237 -0.384 -4.928 0.42
H -3.642 1.507 -1.791 0.44
```

---

(3)
DFT (the ωB97M-V functional and the def2-TZVPD basis) results for C5H4F2S in the gas phase.

Values from the calculation:
ΔE to the lowest compared entry with this formula, charge and spin = 81.7 kcal per mole
electronic energy = -21515.4743 eV
charge = 0
HOMO-LUMO gap = 0.310 hartree
structure (SMILES) = FC#CC[C@H](F)C=S

XYZ file:
```
12
Properties=species:S:1:pos:R:3:mulliken_charge:R:1
C -0.050 -1.764 0.391 -0.43
C 0.185 -0.718 -0.717 0.42
C -3.383 0.733 -0.008 0.58
C -2.232 0.481 -0.268 -0.42
C -0.726 0.510 -0.267 -0.71
F 0.172 -1.177 -1.976 -0.25
F -4.669 0.612 -0.003 -0.23
S -0.874 -3.167 0.234 -0.17
H 0.329 -1.714 1.404 0.34
H -0.288 0.747 0.703 0.37
H 1.205 -0.261 -0.375 0.18
H -0.519 1.360 -0.946 0.32
```

---

(4)
DFT (the ωB97M-V functional and the def2-TZVPD basis) results for 2 unconnected molecules or ions with the total composition C18H31BNO5.

Values from the calculation:
electronic energy = -31569.2002 eV
charge = +1
HOMO-LUMO gap = 0.268 hartree

XYZ file:
```
56
Properties=species:S:1:pos:R:3:mulliken_charge:R:1
C 0.228 -1.404 1.419 -0.76
C 0.450 -2.818 0.869 -0.82
C 1.137 -2.868 -0.518 -0.35
C 0.239 -3.414 -1.654 -1.00
C -0.150 -2.407 -2.772 -0.02
C -1.650 -2.129 -2.829 -1.31
C -2.165 -1.603 -1.469 0.79
C -2.865 -0.259 -1.484 0.23
C -4.154 -0.213 -0.971 -0.92
N -4.855 0.932 -0.890 0.03
C -4.334 2.094 -1.305 -0.64
C -3.065 2.123 -1.835 -0.55
C -2.317 0.954 -1.935 0.90
C -0.956 1.106 -2.557 0.34
O -0.755 0.666 -3.643 -0.46
O -0.133 1.844 -1.828 -0.46
B 1.263 1.520 -1.871 0.36
C 2.178 1.624 -3.140 -0.97
O 1.764 1.147 -0.675 -0.19
H -0.033 -0.736 0.595 -0.15
H 1.130 -0.985 1.854 0.38
H -0.599 -1.349 2.123 0.35
H -0.515 -3.312 0.767 0.34
H 1.036 -3.362 1.602 0.45
H 1.537 -1.899 -0.811 0.16
H 1.959 -3.572 -0.428 0.41
H -0.681 -3.826 -1.239 0.54
H 0.748 -4.245 -2.134 0.44
H 0.436 -1.495 -2.655 -0.24
H 0.147 -2.821 -3.733 0.41
H -1.921 -1.441 -3.622 0.53
H -2.123 -3.083 -3.045 0.41
H -1.387 -1.569 -0.711 -0.88
H -2.907 -2.307 -1.098 0.57
H -4.614 -1.122 -0.621 0.50
H -5.782 0.893 -0.486 0.29
H -4.956 2.968 -1.196 0.44
H -2.653 3.065 -2.155 0.56
H 2.639 0.645 -3.296 0.37
H 2.990 2.332 -3.000 0.35
H 1.599 1.839 -4.032 0.30
H 2.586 0.656 -0.780 0.25
O 4.091 0.131 4.985 -0.55
C 3.313 1.012 4.761 0.74
O 2.100 0.691 4.254 -0.38
C 1.043 1.633 4.084 -0.57
C 1.174 2.384 2.775 -0.56
C 3.676 2.466 4.958 -0.91
H 0.970 2.300 4.944 0.40
H 0.131 1.037 4.075 0.35
H 2.088 2.978 2.738 0.29
H 0.326 3.054 2.626 0.37
H 1.218 1.679 1.944 -0.05
H 4.243 2.804 4.092 0.25
H 4.305 2.540 5.842 0.32
H 2.825 3.126 5.108 0.32
```

---

Q: The highest electronic energy belongs to which entry?
A: C4H10O2